{
  "formula": "C5H14N2",
  "method": "ωB97M-V with the def2-TZVPD basis set",
  "elements": ["N", "N", "C", "C", "C", "C", "C", "H", "H", "H", "H", "H", "H", "H", "H", "H", "H", "H", "H", "H", "H"],
  "coordinates": [[0.8356, 1.7160, 0.3118], [-0.7381, -1.0882, 0.0067], [-2.5075, 0.4581, -0.3306], [1.6746, -0.7741, -0.3699], [0.6116, -1.1258, 0.6829], [1.9802, 0.7458, -0.5941], [-1.7585, -0.3000, 0.7821], [1.4180, -1.2418, -1.3329], [2.6343, -1.1946, -0.0405], [0.8117, -2.1598, 1.1051], [-3.3954, 1.0001, 0.0280], [-2.7307, -0.2125, -1.1422], [1.1049, 2.6610, 0.0746], [-1.0579, -2.0319, -0.1789], [0.8001, 1.2666, -0.7252], [2.1420, 0.8712, -1.6778], [0.6386, -0.3248, 1.4148], [-1.1712, 0.4193, 1.3613], [-1.7915, 1.2404, -0.6895], [-2.4171, -0.8858, 1.4044], [2.9161, 0.9609, -0.0902]],
  "atomic_forces_ev_per_a": [[1.1, -2.4, -3.1], [0.6, 0.3, 1.7], [0.6, 1.4, 0.9], [0.5, 0.0, 0.1], [-0.7, -0.8, -1.3], [2.1, -1.5, 2.0], [0.9, 0.3, -2.1], [0.0, 0.1, 0.4], [-0.1, -0.1, -0.2], [-0.1, 1.3, -0.2], [0.0, -0.3, -0.1], [-0.3, -0.2, -0.3], [0.4, 0.4, -0.2], [0.0, 0.1, 0.1], [-3.4, 2.0, 1.2], [-0.4, 0.7, 0.3], [0.0, -0.4, 0.4], [-0.5, -0.2, 0.2], [-0.6, -0.7, 0.0], [-0.1, -0.3, 0.3], [0.1, 0.2, -0.2]],
  "lowdin_charge": [0.015, -0.086, -0.118, -0.207, -0.230, -0.192, -0.272, 0.103, 0.098, 0.122, 0.063, 0.053, 0.010, 0.095, 0.026, 0.111, 0.080, 0.081, 0.062, 0.092, 0.092],
  "e_homo_ha": -0.3139,
  "e_lumo_ev": 1.0852,
  "mol_weight_da": 102.2,
  "max_force_ev_per_a": 4.14,
  "e_above_lowest_kj_mol": 411.6
}

=====

{
  "formula": "C16H19N5S",
  "method": "ωB97M-V with the def2-TZVPD basis set",
  "elements": ["S", "N", "N", "N", "N", "N", "C", "C", "C", "C", "C", "C", "C", "C", "C", "C", "C", "C", "C", "C", "C", "C", "H", "H", "H", "H", "H", "H", "H", "H", "H", "H", "H", "H", "H", "H", "H", "H", "H", "H", "H"],
  "coordinates": [[3.4427, 0.9133, -0.3771], [2.4759, -0.4156, 1.7808], [1.3205, -0.7356, -0.1119], [0.9690, 2.9060, -0.3930], [-0.1615, 1.3870, -1.4970], [-0.3230, 3.0356, -0.0664], [-2.4611, 1.9105, -0.5456], [1.0587, -1.8756, 3.2782], [1.0740, 1.9186, -1.2387], [-0.7806, -2.8696, 2.0523], [1.4407, -1.2633, 2.0968], [-0.0656, -2.6769, 3.2346], [-1.0021, 2.1308, -0.7162], [2.3566, 1.4083, -1.7671], [3.4838, 0.0854, 2.6679], [2.3391, -0.1439, 0.4519], [-1.8888, 0.3458, -2.9197], [-2.7937, 0.4178, -0.5259], [-2.9383, -0.1665, -1.9326], [-0.4624, 0.2878, -2.3822], [0.7209, -1.4509, 0.8937], [-0.4030, -2.2677, 0.8697], [2.9157, 2.1887, -2.2826], [-3.0262, 2.4172, -1.3326], [3.0287, 0.3527, 3.6221], [1.6136, -1.7348, 4.1933], [0.2348, 0.3463, -3.2241], [-2.0080, -0.1065, 0.0222], [3.9384, 0.9703, 2.2232], [-3.7273, 0.2592, 0.0167], [-0.9513, -2.4322, -0.0450], [-2.8744, -1.2550, -1.8704], [-3.9258, 0.0812, -2.3290], [-2.7311, 2.3793, 0.4017], [-0.3985, -3.1700, 4.1356], [-1.6504, -3.5097, 2.0661], [4.2596, -0.6658, 2.8386], [2.2246, 0.5367, -2.4042], [-0.2754, -0.6506, -1.8493], [-1.9374, -0.2629, -3.8250], [-2.1114, 1.3746, -3.2100]],
  "atomic_forces_ev_per_a": [[0.3, 0.2, -0.2], [-0.2, 0.0, -0.2], [0.3, 0.1, -0.3], [1.0, -0.1, -0.3], [0.3, 0.7, 0.3], [-0.8, 0.2, 0.4], [-0.1, -0.2, 0.1], [0.1, 0.1, 0.1], [-0.5, 0.2, -0.1], [-0.2, -0.1, 0.0], [-0.5, -0.3, -0.3], [0.0, 0.0, 0.1], [0.0, 0.0, -0.1], [0.2, -0.3, 0.3], [0.3, 0.0, 0.3], [-0.1, -0.1, -0.3], [0.0, -0.1, 0.1], [-0.2, 0.1, -0.1], [0.1, 0.1, 0.0], [-0.2, -0.4, -0.4], [0.3, 0.0, 0.7], [0.1, 0.0, 0.0], [0.0, -0.1, 0.0], [-0.1, 0.0, 0.0], [0.0, 0.0, 0.0], [0.0, 0.0, 0.1], [-0.1, -0.1, 0.2], [0.0, 0.0, 0.1], [0.0, 0.0, 0.1], [0.0, -0.1, 0.1], [-0.1, 0.0, -0.1], [-0.1, -0.1, 0.0], [0.0, -0.1, 0.0], [0.0, 0.0, -0.1], [0.0, 0.0, 0.1], [-0.1, -0.1, 0.0], [0.0, 0.1, 0.0], [0.0, 0.1, -0.1], [0.0, 0.1, -0.2], [0.0, 0.1, 0.0], [0.0, 0.0, -0.1]],
  "lowdin_charge": [0.990, -0.071, 0.125, 0.057, 0.038, 0.062, -0.115, -0.017, -0.408, -0.097, -0.164, -0.098, -0.309, -0.358, -0.028, -0.605, -0.172, -0.186, -0.201, -0.136, -0.220, -0.032, 0.083, 0.119, 0.098, 0.106, 0.124, 0.096, 0.065, 0.111, 0.102, 0.106, 0.110, 0.118, 0.099, 0.099, 0.101, 0.069, 0.106, 0.113, 0.116],
  "e_homo_ha": -0.2990,
  "e_lumo_ev": 0.6772,
  "mol_weight_da": 313.4,
  "max_force_ev_per_a": 1.07,
  "smiles": "Cn1c(SCc2nnc3n2CCCCC3)nc2ccccc21",
  "e_above_lowest_kj_mol": 12.2
}

=====

{
  "formula": "C3H6N3",
  "method": "ωB97M-V with the def2-TZVPD basis set",
  "elements": ["N", "N", "N", "C", "C", "C", "H", "H", "H", "H", "H", "H"],
  "coordinates": [[1.4115, 0.2497, 0.6444], [-1.1444, -0.1008, -0.0833], [-0.5115, -0.9859, 0.7505], [-0.2897, 0.5878, -1.0178], [0.9109, 1.0568, -0.2192], [0.7784, -0.8936, 0.9400], [1.2265, 2.0702, -0.3160], [-1.9809, 0.3533, 0.2145], [-0.9536, -1.8085, 1.1012], [-0.6402, 1.3211, -1.6537], [0.0563, -0.0527, -1.7649], [1.1366, -1.7975, 1.4042]],
  "atomic_forces_ev_per_a": [[0.6, 0.5, 0.0], [-0.3, -0.1, -0.7], [0.5, 1.3, -0.7], [2.0, -1.1, 1.6], [-0.8, -1.1, 0.4], [-1.1, -0.1, -0.3], [0.6, 0.6, 0.2], [-0.4, 0.0, 0.8], [-1.1, -0.4, 0.0], [-1.9, 1.9, -0.3], [0.8, -1.9, -1.1], [1.1, 0.3, 0.1]],
  "lowdin_charge": [0.143, 0.052, 0.096, -0.110, 0.013, -0.060, 0.132, 0.158, 0.180, 0.119, 0.119, 0.158],
  "e_homo_ha": -0.5498,
  "e_lumo_ev": -5.4879,
  "total_charge": 1,
  "mol_weight_da": 84.1,
  "max_force_ev_per_a": 2.77,
  "smiles": "C1=NC=[NH+]NC1",
  "e_above_lowest_kj_mol": 183.4
}

=====

{
  "formula": "C10H20N2O3S",
  "method": "ωB97M-V with the def2-TZVPD basis set",
  "elements": ["S", "O", "O", "O", "N", "N", "C", "C", "C", "C", "C", "C", "C", "C", "C", "C", "H", "H", "H", "H", "H", "H", "H", "H", "H", "H", "H", "H", "H", "H", "H", "H", "H", "H", "H", "H"],
  "coordinates": [[-4.6398, -1.1200, 0.1443], [1.8655, -0.0222, -1.8250], [-1.8067, 2.1123, -0.1188], [0.1955, 2.1265, -1.0336], [0.5731, -0.5104, 0.0089], [3.8548, -1.8846, -0.5535], [-1.9088, -0.6337, 0.2767], [-0.8794, 1.4350, -0.5928], [4.9406, -0.1479, 1.3843], [-0.6765, -0.1088, -0.5117], [3.7595, 0.2891, 0.5893], [-3.1963, -0.4653, -0.5971], [-4.9574, 0.1662, 1.3776], [2.9474, -0.9922, 0.1271], [2.8359, 1.3478, 1.2279], [1.7648, -0.4543, -0.6916], [-1.9349, -0.1564, 1.1877], [-0.7057, -0.5545, -1.5175], [4.0450, 0.6868, -0.3856], [-1.6150, -1.6974, 0.4376], [2.3106, 1.9432, 0.4358], [0.6934, -0.8233, 0.9449], [3.4097, 2.1792, 1.7643], [5.5443, -0.9512, 0.9543], [4.0692, -1.5154, -1.5225], [4.4931, -0.5670, 2.3390], [-3.0290, -0.9144, -1.5617], [5.5714, 0.6460, 1.5630], [-4.6882, 1.2067, 0.9830], [-4.2621, -0.0268, 2.2544], [-6.1245, 0.1929, 1.5485], [0.7149, 1.4660, -1.5447], [2.5997, -1.4861, 1.1016], [3.4731, -2.8723, -0.4900], [-3.2120, 0.6122, -0.7224], [2.0762, 0.9680, 2.0148]],
  "atomic_forces_ev_per_a": [[-1.1, -0.1, 0.1], [-0.1, 0.2, -0.2], [1.8, -2.4, -1.1], [-0.4, -1.3, -0.8], [2.0, 0.2, -0.4], [-0.7, -1.0, -0.9], [1.4, -2.5, -3.0], [-0.4, 3.0, 1.7], [-1.5, -2.2, 1.3], [-2.4, 0.7, -0.7], [-1.4, -0.5, -1.4], [2.2, 0.5, 1.0], [-0.6, 1.3, 0.3], [0.3, 0.9, 1.6], [-0.2, 1.4, 1.1], [-0.8, -1.1, 1.2], [-0.5, 1.2, 2.1], [-0.3, 0.5, 0.0], [0.4, 0.3, 0.0], [-0.8, 0.4, 0.1], [0.0, -0.8, 0.7], [-0.4, -0.1, 0.6], [-0.4, -1.3, -0.6], [-0.4, 0.2, -0.2], [-0.6, -1.1, 1.4], [0.9, 0.6, -0.6], [-0.1, -0.4, -0.4], [1.4, 1.8, 0.8], [-0.3, -1.5, 0.3], [-1.5, 0.3, -0.6], [2.6, -0.3, 0.3], [0.5, 0.5, 0.0], [0.2, 0.4, -1.4], [0.8, 1.8, -0.9], [-0.8, 0.1, -0.3], [1.2, 0.4, -1.4]],
  "lowdin_charge": [0.790, 0.072, 0.074, 0.102, 0.110, 0.035, -0.179, -0.395, -0.082, -0.237, -0.401, -0.546, -0.429, -0.324, -0.069, -0.432, 0.080, 0.166, 0.134, 0.126, 0.075, 0.129, 0.096, 0.075, 0.118, 0.109, 0.074, 0.047, 0.057, 0.041, 0.068, 0.079, 0.163, 0.112, 0.059, 0.104],
  "e_homo_ha": -0.3135,
  "e_lumo_ev": 0.4791,
  "mol_weight_da": 248.3,
  "max_force_ev_per_a": 4.14,
  "smiles": "CSCC[C@H](NC(=O)[C@@H](N)C(C)C)C(=O)O",
  "e_above_lowest_kj_mol": 153.4
}